(1)
An isolated ion of composition C7H9ClN3O and charge +1, computed with the ωB97M-V functional and the def2-TZVPD basis.

Structure (XYZ):
```
21
Properties=species:S:1:pos:R:3:mulliken_charge:R:1
C 2.885 0.543 -0.098 -0.775
N 1.504 0.228 -0.022 0.278
C 0.390 1.164 0.065 -0.635
C -0.862 0.336 0.065 0.210
C -2.114 0.772 0.016 -0.401
N -3.106 -0.104 0.036 -0.152
Cl -4.778 0.273 -0.010 -0.015
C -2.893 -1.569 -0.031 -0.713
C -1.412 -2.007 -0.083 -0.606
C -0.528 -1.036 -0.061 0.524
N 1.191 -1.041 0.087 0.476
O 1.981 -1.965 0.128 -0.555
H 3.236 1.587 -0.321 0.358
H 3.504 0.010 0.770 0.302
H 3.405 0.079 -0.905 0.354
H 0.530 1.956 -0.824 0.345
H 0.666 1.836 1.046 0.322
H -2.207 1.884 0.027 0.391
H -3.257 -2.051 -0.899 0.437
H -3.462 -2.090 0.721 0.477
H -1.178 -3.123 -0.113 0.378
```

Calculated values
Relative energy (zero: lowest compared OMol25 entry of this formula, charge and spin) in kJ/mol: 549.0
HOMO energy in eV: -11.634
Lowest unoccupied orbital energy in eV: -4.89
Frontier orbital gap in hartree: 0.2478
E_tot in a.u.: -971.3535
Molecular weight in g/mol: 186.6
Charge: +1

---

(2)
One molecule with the formula C7H9F, computed with the ωB97M-V functional and the def2-TZVPD basis.

Structure (XYZ):
```
17
Properties=species:S:1:pos:R:3:mulliken_charge:R:1
C -2.597 -0.296 0.208 -1.284
C -1.165 0.078 -0.133 -0.150
C -0.718 1.324 -0.050 -0.178
C 0.753 1.390 -0.185 -0.520
C 1.142 0.148 -0.229 0.029
C 2.536 -0.364 -0.101 -1.207
C 0.001 -0.875 -0.222 0.728
F 0.032 -1.606 0.997 -0.318
H -3.064 -0.995 -0.511 0.304
H -3.241 0.517 0.400 0.375
H -2.522 -0.850 1.138 0.281
H -1.305 2.288 0.202 0.252
H 1.389 2.179 -0.091 0.542
H 3.099 0.537 -0.484 0.332
H 2.706 -1.314 -0.696 0.284
H 2.921 -0.532 0.872 0.265
H 0.032 -1.629 -1.115 0.265
```

Calculated values
Relative energy (zero: lowest compared OMol25 entry of this formula, charge and spin) in kJ/mol: 84.6
HOMO energy in eV: -8.339
Lowest unoccupied orbital energy in eV: 0.74
Frontier orbital gap in hartree: 0.3337
E_tot in a.u.: -371.9235
Molecular weight in g/mol: 112.1

---

(3)
C7H9F3N3S2 as an isolated structure, computed with the ωB97M-V functional and the def2-TZVPD basis.

Structure (XYZ):
```
24
Properties=species:S:1:pos:R:3:mulliken_charge:R:1
C 2.383 0.256 0.227 0.424
C -2.650 -0.563 -0.744 -0.744
C -2.184 -1.351 0.450 -0.639
C -2.405 0.886 -0.448 -0.837
C -0.944 -0.603 0.784 -0.590
C -1.008 0.795 0.196 0.083
C 3.918 0.245 0.495 0.798
N 1.934 -0.932 0.183 -0.390
N 0.434 -0.427 -1.728 -0.326
N 1.680 1.378 -0.174 -0.193
F 4.577 -0.131 -0.631 -0.238
F 4.340 1.427 0.906 -0.245
F 4.169 -0.655 1.413 -0.220
S 0.613 -1.511 -0.580 0.363
S 0.214 1.073 -1.163 0.312
H -2.070 -0.985 -1.534 0.335
H -3.668 -0.740 -0.920 0.494
H -2.953 -1.394 1.302 0.328
H -1.852 -2.360 0.390 0.422
H -2.466 1.390 -1.390 0.410
H -3.043 1.329 0.297 0.338
H -0.516 -0.861 1.823 0.438
H -0.717 1.588 1.016 0.469
H 2.214 2.147 -0.171 0.207
```

Calculated values
Relative energy (zero: lowest compared OMol25 entry of this formula, charge and spin) in kJ/mol: 0.0
HOMO energy in eV: -13.494
Lowest unoccupied orbital energy in eV: -4.98
Frontier orbital gap in hartree: 0.3130
E_tot in a.u.: -1532.0055
Molecular weight in g/mol: 256.3
Charge: +1

---

> Look up the molecular weight of the third one.

256.3 g/mol